Record 1
Formula: C17H16N7O4RuS5
Source: the OMol25 dataset
Level of theory: the ωB97M-V functional and the def2-TZVPD basis

Output
**Frontier orbital gap (alpha / beta)**: 7.78 / 6.79 eV
**Multiplicity**: 2
**Charge**: 0
**<S²>**: 0.7572

CARTESIAN COORDINATES (ANGSTROEM)
Ru: -1.4547 1.0902 0.3564
O: -1.4767 -3.7068 3.6041
C: -2.6840 -3.1558 3.5873
O: -3.6007 -3.5873 4.2351
C: -2.8736 -1.9626 2.7140
C: -4.0669 -1.2751 2.5840
N: -3.8717 -0.2638 1.7279
N: -2.6125 -0.2655 1.2820
C: -1.9815 -1.2706 1.8842
C: -0.5264 -1.3940 1.5448
O: 0.1400 -2.3465 1.9350
O: -0.0997 -0.4491 0.7766
H: -0.8311 -3.2484 3.0070
H: -5.0243 -1.4595 3.0404
H: -4.5390 0.4516 1.4297
S: -5.7263 2.5983 0.5135
C: -4.1927 2.3823 0.0648
N: -3.0663 2.1769 -0.1905
C: -0.0850 -3.3430 -1.4226
N: -0.6752 -2.0360 -1.7109
C: -0.0971 -0.8478 -1.8331
S: -1.1703 0.5400 -1.9261
N: 1.2048 -0.6394 -1.8782
C: 2.2967 -1.5089 -1.4356
H: -0.8935 -4.0687 -1.4535
H: 0.3691 -3.3702 -0.4346
H: 0.6378 -3.6225 -2.1843
H: -1.6788 -1.9658 -1.6417
H: 1.4429 0.3383 -1.9745
H: 2.4887 -2.3129 -2.1415
H: 2.0997 -1.8956 -0.4380
H: 3.1829 -0.8837 -1.3725
S: 3.9289 0.5117 1.6602
C: 2.4583 1.2393 1.5670
S: 1.4415 1.3266 2.9938
C: 0.1758 2.0341 2.0690
N: 0.4904 2.2404 0.8049
N: 1.7897 1.8430 0.5403
C: 2.2838 2.2468 -0.7424
C: 3.5809 1.9648 -1.1703
C: 3.9866 2.3620 -2.4375
C: 3.1279 3.0367 -3.2885
C: 1.8474 3.3353 -2.8486
C: 1.4235 2.9549 -1.5863
S: -1.4718 2.2163 2.4925
H: 4.2645 1.4380 -0.5282
H: 4.9966 2.1319 -2.7513
H: 3.4526 3.3357 -4.2759
H: 1.1596 3.8735 -3.4871
H: 0.4292 3.2108 -1.2606

=====

Record 2
Formula: C3H5ClO2
Source: the OMol25 dataset
Level of theory: the ωB97M-V functional and the def2-TZVPD basis

Output
**Frontier orbital gap**: 9.60 eV
**Charge**: 0

CARTESIAN COORDINATES (ANGSTROEM)
C: -0.4343 0.0896 -0.5090
C: -1.4292 0.3725 0.2697
C: 1.5837 -0.2317 0.3158
O: -2.7427 0.4429 -0.2291
O: 1.9868 -1.4622 -0.0951
Cl: 2.6220 1.0434 -0.0954
H: -0.6072 -0.1021 -1.6558
H: -1.3964 0.5442 1.4060
H: 1.1654 -0.3443 1.2607
H: -3.3816 1.0172 0.2543
H: 2.6336 -1.3695 -0.9221

=====

Record 3
Formula: C3H3IN2O
Source: the OMol25 dataset
Level of theory: the ωB97M-V functional and the def2-TZVPD basis

Output
**Frontier orbital gap**: 9.38 eV
**Charge**: 0
**SMILES string**: Cc1nnoc1I

CARTESIAN COORDINATES (ANGSTROEM)
C: -0.1257 -0.2417 0.0667
C: 1.3038 -0.2427 0.1321
C: -1.1259 0.8272 0.0201
N: -0.4560 -1.5383 -0.0119
N: 0.5477 -2.2728 -0.0263
O: 1.6635 -1.4708 0.0381
I: 2.5250 1.4228 0.0134
H: -0.6961 1.7728 0.0197
H: -1.6852 0.9138 -0.8970
H: -1.9511 0.8296 0.6450

=====

Record 4
Formula: C12H12F6N4OSW
Source: the OMol25 dataset
Level of theory: the ωB97M-V functional and the def2-TZVPD basis

Output
**Frontier orbital gap (alpha / beta)**: 6.37 / 6.37 eV
**Charge**: +2

CARTESIAN COORDINATES (ANGSTROEM)
W: -0.4636 -0.8522 -0.6536
C: 3.1951 1.2379 -1.9924
C: 1.8023 0.9050 -1.6369
N: 1.3292 -0.3057 -1.4005
N: 1.9171 -1.5232 -1.3250
C: 0.9593 -2.4187 -1.2040
N: 1.1762 -3.7145 -1.2181
S: -1.7933 -1.3985 -2.3947
C: 0.6968 1.8240 -1.4833
C: 0.7436 3.2113 -1.6382
C: -0.4074 3.9554 -1.4612
C: -1.6062 3.2864 -1.1904
C: -1.6064 1.9132 -1.0684
N: -0.4808 1.1721 -1.1541
H: 3.8250 0.3574 -1.8971
H: 3.5776 2.0299 -1.3472
H: 3.2608 1.6025 -3.0186
H: 2.0930 -4.0750 -1.4758
H: 0.4288 -4.3905 -1.1254
H: 1.6771 3.6823 -1.9003
H: -0.3902 5.0308 -1.5517
H: -2.5337 3.8290 -1.0972
H: -2.5375 1.3643 -0.9425
C: -1.3239 -2.5993 3.0593
C: -1.1422 -1.3962 2.1404
O: -1.2790 -1.6735 0.7902
C: 0.2848 -0.7832 2.2461
F: 1.1265 -1.5490 1.4867
F: 0.3098 0.4103 1.5348
F: 0.8014 -0.5998 3.4174
C: -2.1663 -0.2447 2.4203
F: -2.2719 0.4206 1.2046
F: -3.3600 -0.6562 2.7474
F: -1.7326 0.6387 3.2967
H: -0.6780 -3.4092 2.7210
H: -2.3595 -2.9405 3.0231
H: -1.0732 -2.3407 4.0871

=====

Record 5
Formula: C32H38Br3N2O7PRuSSi
Source: the OMol25 dataset
Level of theory: the ωB97M-V functional and the def2-TZVPD basis

Output
**Frontier orbital gap (alpha / beta)**: 7.64 / 6.04 eV
**Multiplicity**: 5
**Charge**: 0
**<S²>**: 6.0227

CARTESIAN COORDINATES (ANGSTROEM)
Ru: 0.0200 0.9926 -0.1561
Br: 1.5278 0.6080 -4.9187
C: 0.7790 -0.7864 -3.8910
C: 0.5386 -2.0366 -4.4959
C: -0.0134 -3.0580 -3.7844
Br: -0.3391 -4.7097 -4.6531
C: -0.3449 -2.8893 -2.4168
C: -0.9229 -3.8694 -1.5799
C: -1.1964 -3.5702 -0.2781
C: -0.8856 -2.2893 0.2178
N: -0.3407 -1.3651 -0.5294
C: -0.0799 -1.6370 -1.8357
C: 0.4652 -0.5614 -2.5802
O: 0.6320 0.6123 -1.9852
H: 0.7881 -2.1725 -5.5387
H: -1.1505 -4.8465 -1.9843
H: -1.6451 -4.2996 0.3816
H: -1.0914 -2.0233 1.2462
C: 0.7095 -0.2183 5.7123
Si: -0.1795 1.4092 5.6632
C: -1.8067 1.2777 6.5559
C: 0.8828 2.7202 6.4512
C: -0.5776 2.0369 3.9187
C: -1.1828 3.2820 3.8303
C: -1.5282 3.8700 2.6093
C: -1.2264 3.1882 1.4631
N: -0.6331 1.9817 1.5244
C: -0.3364 1.3924 2.6912
S: 0.3305 -0.1735 2.4029
H: 0.9329 -0.4562 6.7568
H: 1.6514 -0.1790 5.1626
H: 0.1116 -1.0319 5.2989
H: -1.6584 1.0085 7.6049
H: -2.4373 0.5125 6.0975
H: -2.3524 2.2238 6.5283
H: 1.2089 2.4010 7.4447
H: 0.3513 3.6682 6.5645
H: 1.7746 2.9037 5.8470
H: -1.4040 3.8284 4.7425
H: -2.0134 4.8336 2.5572
H: -1.4514 3.5598 0.4728
Br: 7.3397 -0.8464 -1.3115
C: 6.0845 0.5705 -1.3240
C: 6.4273 1.7740 -1.9224
C: 5.5075 2.8129 -1.9323
C: 4.2620 2.6479 -1.3454
C: 3.9368 1.4339 -0.7552
C: 4.8452 0.3818 -0.7440
C: 2.5845 1.2326 -0.1781
O: 2.1928 0.0902 0.1163
O: 1.7595 2.2183 -0.0690
H: 7.4012 1.8927 -2.3769
H: 5.7677 3.7522 -2.4025
H: 3.5323 3.4463 -1.3452
H: 4.5700 -0.5612 -0.2934
C: -5.0579 0.5835 -1.3583
C: -4.9330 2.0286 -1.8229
C: -5.2611 2.1668 -3.3002
C: -5.7895 2.9449 -0.9723
O: -3.5670 2.5298 -1.6226
P: -2.2637 1.6720 -1.9142
O: -2.3124 0.9305 -3.1764
O: -1.9289 0.8481 -0.6219
O: -1.1218 2.7890 -1.7718
C: -0.8390 3.9203 -2.6713
C: 0.6709 4.0601 -2.6374
C: -1.3303 3.6378 -4.0810
C: -1.5250 5.1367 -2.0751
H: -6.0959 0.2653 -1.4682
H: -4.7744 0.4894 -0.3087
H: -4.4324 -0.0823 -1.9536
H: -6.2881 1.8483 -3.4887
H: -4.5859 1.5515 -3.8950
H: -5.1583 3.2078 -3.6131
H: -6.8440 2.6935 -1.0970
H: -5.6417 3.9840 -1.2702
H: -5.5267 2.8421 0.0814
H: 1.1415 3.1580 -3.0314
H: 1.0186 4.2069 -1.6137
H: 0.9720 4.9183 -3.2417
H: -0.9072 2.7112 -4.4648
H: -1.0190 4.4666 -4.7199
H: -2.4176 3.5610 -4.1231
H: -1.1391 5.3434 -1.0745
H: -2.6024 4.9818 -2.0157
H: -1.3279 6.0102 -2.6993

=====

Record 6
Formula: C15H32N6NdO7
Source: the OMol25 dataset
Level of theory: the ωB97M-V functional and the def2-TZVPD basis

Output
**Frontier orbital gap (alpha / beta)**: 4.10 / 4.31 eV
**Multiplicity**: 4
**Charge**: +1
**<S²>**: 4.0649

CARTESIAN COORDINATES (ANGSTROEM)
O: 0.0034 0.2381 -5.0398
H: -0.4879 -0.0341 -5.8307
Nd: 0.4028 -0.1747 -0.0449
N: 0.2911 2.0216 0.8927
N: 1.3973 1.5453 -1.3443
N: -1.3411 -1.2122 1.1832
N: -0.6348 -1.8668 -1.3334
O: -0.3480 2.1341 2.0003
O: -1.6439 -0.9308 2.5518
O: 0.1545 -2.3808 -2.4395
O: 2.1935 0.7501 -2.0182
C: 2.0471 2.4800 -0.5589
C: 1.3967 2.7639 0.6798
C: -1.4479 -2.5214 0.8466
C: -0.9649 -2.8822 -0.4647
C: 1.8313 3.7651 1.6797
H: 2.0919 3.2965 2.6592
H: 0.9734 4.4609 1.8349
H: 2.7042 4.3059 1.2810
C: 3.3006 3.0352 -1.0811
H: 3.0609 3.3170 -2.1227
H: 4.1590 2.3290 -1.0865
H: 3.5862 3.9348 -0.5221
C: -2.0502 -3.4956 1.7993
C: -0.8891 -4.2998 -0.9172
H: -2.6572 -2.9562 2.5339
H: -1.2892 -4.1036 2.3259
H: -2.6831 -4.1713 1.2085
H: -0.0875 -4.4592 -1.6489
H: -1.8689 -4.5564 -1.3616
H: -0.7439 -4.9867 -0.0710
H: -1.3964 0.0154 2.6498
H: 0.7221 -1.6499 -2.7803
C: -0.9181 0.7620 -4.0857
H: -0.3512 1.4623 -3.4641
H: -1.3783 -0.0405 -3.4810
H: -1.7493 1.3299 -4.5312
O: -2.0674 1.0807 -0.1944
H: -2.7303 0.5091 0.2358
H: -1.9427 1.9432 0.2608
C: 4.2205 -2.5097 1.1659
N: 3.4415 -2.3090 2.3669
C: 3.9861 -2.8706 3.5941
C: 3.2287 -2.3348 4.7827
C: 1.7630 -2.2037 4.4600
N: 1.6181 -1.2329 3.3727
C: 1.3451 0.1353 3.8165
C: 2.4442 -1.4476 2.3034
O: 2.2080 -0.8661 1.1717
H: 3.7023 -1.9944 0.3482
H: 4.3061 -3.5766 0.9442
H: 5.2234 -2.0767 1.2683
H: 3.9076 -3.9664 3.5320
H: 5.0574 -2.6219 3.6336
H: 3.6204 -1.3464 5.0310
H: 3.3816 -2.9880 5.6413
H: 1.1631 -1.8282 5.2903
H: 1.3532 -3.1643 4.1336
H: 0.3022 0.2254 4.1659
H: 1.9804 0.3683 4.6826
H: 1.5607 0.8854 3.0450

=====

Record 7
Formula: C3H5N2O
Source: the OMol25 dataset
Level of theory: the ωB97M-V functional and the def2-TZVPD basis

Output
**Frontier orbital gap**: 9.63 eV
**Charge**: +1

CARTESIAN COORDINATES (ANGSTROEM)
C: -1.0582 -1.0187 0.3616
C: -0.8913 0.4336 0.3311
C: 0.8232 0.6201 -0.5505
N: 2.4640 -0.8766 0.3838
N: 1.6821 -0.1743 0.0261
O: -0.1423 -1.7477 0.0820
H: -1.9979 -1.3512 0.5343
H: -1.5207 0.8068 -0.4610
H: -0.8879 1.1960 1.1300
H: 0.3584 0.4409 -1.4136
H: 1.1705 1.6712 -0.4238

=====

Record 8
Formula: C6H7NO
Source: the OMol25 dataset
Level of theory: the ωB97M-V functional and the def2-TZVPD basis

Output
**Frontier orbital gap**: 10.15 eV
**Charge**: 0
**SMILES string**: C#CC(N)=O.C#CC

CARTESIAN COORDINATES (ANGSTROEM)
C: -2.5268 0.0563 0.1454
C: -1.1893 0.3130 -0.3709
C: -0.3927 1.1018 -0.8627
H: -2.9135 0.9017 0.7165
H: -2.5128 -0.8066 0.8120
H: -3.2289 -0.1028 -0.6732
H: 0.2066 1.8956 -1.2193
C: 1.3205 -1.0026 0.4795
N: 0.9709 -0.2002 1.5547
C: 1.8742 -0.2131 -0.6718
C: 2.4995 0.0037 -1.6852
O: 1.7714 -2.1198 0.6976
H: 0.7237 -0.6848 2.4044
H: 0.5142 0.6715 1.3247
H: 2.8829 0.1865 -2.6518

=====

What molecular weight values result from the calculations? In sequence: 643.77 108.52 209.97 558.15 994.57 552.70 85.09 109.13 g mol⁻¹.
What DFT total energy values result from the calculations? In sequence: -93269.66921 -19805.40553 -16285.33001 -49596.43326 -291829.99403 -54613.08816 -8208.57533 -9868.14791 eV.